No. 1
The following is a quantum chemistry calculation of a 3-piece molecular cluster, C16H17BBrF4N2O3S overall in a non-equilibrium geometry, from OMol25.

Computed properties:
LUMO energy	-6.3	eV
HOMO	-10.8	eV
total charge	+1
orbital gap	4.544	eV

Each line ends with the Mulliken charge.
Cartesian coordinates (Å):
C1 3.048 0.332 2.139  -0.95
N1 2.697 -1.113 1.882  0.01
C2 1.258 -1.327 2.251  -0.92
B1 2.825 -1.392 0.465  0.56
O1 1.781 -1.088 -0.367  -0.16
S1 4.434 -2.126 -0.265  0.05
Br1 4.133 -2.198 -2.463  0.03
N2 4.598 -3.750 0.232  0.28
C3 3.364 -4.318 0.762  0.39
O2 2.595 -4.741 0.002  -0.33
F1 3.052 -4.324 2.054  -0.15
C4 5.759 -3.968 1.083  0.46
O3 5.800 -3.909 2.234  -0.28
F2 6.905 -4.219 0.413  -0.20
H1 2.764 1.003 1.299  0.33
H2 4.154 0.392 2.296  0.33
H3 2.580 0.664 3.093  0.34
H4 0.582 -0.543 1.843  0.31
H5 1.195 -1.255 3.363  0.35
H6 0.903 -2.317 1.897  0.32
H7 1.632 -1.772 -1.048  0.23
F3 -1.275 0.475 -0.003  -0.35
C5 -1.921 -0.248 -0.942  0.25
C6 -3.122 -0.852 -0.626  -0.33
C7 -3.788 -1.591 -1.595  -0.45
C8 -3.240 -1.725 -2.865  -0.47
C9 -2.030 -1.116 -3.169  -0.68
C10 -1.368 -0.368 -2.204  -0.14
H8 -3.530 -0.744 0.371  0.43
H9 -4.733 -2.063 -1.360  0.39
H10 -3.760 -2.305 -3.618  0.39
H11 -1.602 -1.223 -4.158  0.38
H12 -0.427 0.121 -2.427  0.56
F4 -2.780 2.477 -1.862  -0.23
C11 -2.858 3.471 -0.955  0.18
C12 -2.197 3.341 0.254  -0.02
C13 -2.277 4.370 1.184  -0.56
C14 -3.023 5.508 0.900  -0.48
C15 -3.685 5.621 -0.316  -0.44
C16 -3.599 4.600 -1.252  -0.43
H13 -1.628 2.445 0.461  0.49
H14 -1.758 4.284 2.131  0.35
H15 -3.088 6.307 1.628  0.38
H16 -4.269 6.506 -0.535  0.37
H17 -4.101 4.675 -2.209  0.42


No. 2
The following is a quantum chemistry calculation of one molecule with the formula C4BrF4I in a non-equilibrium geometry, from OMol25.

Computed properties:
LUMO energy (alpha / beta)	-2.1 / -2.1	eV
HOMO (alpha / beta)	-9.5 / -9.5	eV
total charge	0
orbital gap (alpha / beta)	7.383 / 7.381	eV

Each line ends with the Mulliken charge.
Cartesian coordinates (Å):
C1 -1.213 -0.960 -0.975  -0.50
C2 1.105 -0.999 0.780  -0.69
C3 -0.586 0.300 -0.756  0.95
C4 0.457 0.275 0.630  0.89
F1 -1.209 1.431 -0.529  -0.24
F2 0.250 0.537 -1.820  -0.24
F3 -0.524 0.427 1.691  -0.26
F4 1.144 1.416 0.600  -0.22
Br1 -2.472 -1.483 0.235  0.09
I1 3.048 -0.943 0.143  0.23


No. 3
The following is a quantum chemistry calculation of a 3-piece molecular cluster, C9H21PS overall in a non-equilibrium geometry, from OMol25.

Computed properties:
LUMO energy	-0.3	eV
HOMO	-6.8	eV
total charge	0
orbital gap	6.535	eV

Each line ends with the Mulliken charge.
Cartesian coordinates (Å):
C1 -5.225 1.133 0.526  -0.16
C2 -2.469 -0.256 0.649  -1.21
C3 -6.396 0.581 -0.225  -0.95
C4 1.935 0.419 -0.310  -1.34
C5 2.113 -2.246 0.142  -1.39
C6 -1.104 0.011 0.075  -0.37
C7 -0.089 -1.112 0.274  -1.18
C8 6.669 1.613 -0.643  -0.41
C9 1.302 -1.014 -0.419  0.70
P1 7.249 0.626 0.547  -0.09
S1 -3.720 1.106 -0.038  -0.15
H1 -5.291 1.194 1.626  0.25
H2 -2.533 -0.213 1.658  0.61
H3 -6.105 0.444 -1.217  0.36
H4 -7.338 1.309 -0.220  0.21
H5 -6.707 -0.335 0.310  0.24
H6 2.891 0.448 -0.882  0.38
H7 1.159 1.103 -0.824  0.28
H8 2.074 0.740 0.674  0.35
H9 1.372 -3.003 0.144  0.43
H10 2.591 -2.002 1.114  0.30
H11 2.881 -2.478 -0.589  0.39
H12 -1.035 0.318 -1.041  0.32
H13 -0.633 0.803 0.621  0.36
H14 -0.113 -1.161 1.326  0.28
H15 -0.380 -2.037 -0.144  0.51
H16 7.193 1.545 -2.142  0.16
H17 6.068 2.511 -0.604  0.30
H18 1.142 -1.220 -1.535  0.20
H19 8.545 0.437 -0.019  0.04
H20 -2.811 -1.156 0.230  0.45
H21 -3.232 1.888 0.936  0.14


No. 4
The following is a quantum chemistry calculation of one molecule with the formula C15H23NO3, from OMol25.

Computed properties:
structure (SMILES)	CCCCCC(=O)c1c(C)[nH]c(C(=O)OCC)c1C
LUMO energy	0.7	eV
HOMO	-8.5	eV
total charge	0
orbital gap	9.205	eV

Each line ends with the Mulliken charge.
Cartesian coordinates (Å):
C1 2.866 4.671 -2.349  -1.18
C2 1.760 4.258 -1.385  -0.60
C3 1.619 2.743 -1.241  -0.36
C4 2.815 2.088 -0.552  -0.83
C5 2.568 0.597 -0.319  -0.78
C6 1.530 0.374 0.770  0.42
O1 1.396 1.163 1.682  -0.61
C7 0.689 -0.820 0.639  0.64
C8 0.997 -2.040 0.029  0.20
C9 2.251 -2.557 -0.580  -1.58
N1 -0.087 -2.826 0.122  0.04
C10 -1.108 -2.168 0.764  -0.02
C11 -2.375 -2.857 0.932  0.34
O2 -2.566 -3.986 0.526  -0.67
O3 -3.290 -2.124 1.582  -0.32
C12 -4.575 -2.717 1.761  -0.26
C13 -5.457 -2.511 0.537  -1.11
C14 -0.648 -0.911 1.118  0.70
C15 -1.420 0.141 1.825  -1.50
H1 2.714 4.210 -3.323  0.29
H2 2.869 5.751 -2.479  0.37
H3 3.842 4.373 -1.975  0.31
H4 1.951 4.694 -0.402  0.31
H5 0.810 4.662 -1.745  0.34
H6 1.479 2.298 -2.230  0.29
H7 0.723 2.531 -0.652  0.23
H8 3.711 2.212 -1.161  0.41
H9 2.982 2.569 0.413  0.32
H10 3.495 0.124 0.013  0.38
H11 2.248 0.119 -1.244  0.29
H12 2.359 -2.216 -1.610  0.28
H13 2.237 -3.645 -0.585  0.41
H14 3.120 -2.222 -0.021  0.37
H15 -0.182 -3.776 -0.205  0.24
H16 -4.997 -2.220 2.638  0.33
H17 -4.450 -3.786 1.961  0.31
H18 -6.446 -2.916 0.728  0.39
H19 -5.025 -3.024 -0.319  0.31
H20 -5.542 -1.451 0.309  0.29
H21 -2.345 0.354 1.292  0.30
H22 -1.690 -0.206 2.821  0.28
H23 -0.828 1.046 1.920  0.44